The following is a DFT calculation (wB97M-V/def2-TZVPD) of a structure of composition C32H45F3IN2NbO5PS.

Calculated values
Energy relative to the best compared isomer or geometry (same formula, charge and spin), kJ/mol: 0.00
HOMO, eV: -6.00
Charge: -1
Kohn-Sham gap, Eh: 0.295

XYZ file:
```
91
C32H45F3IN2NbO5PS (wB97M-V/def2-TZVPD)
C 1.881 0.694 3.835
C 1.736 -0.083 2.547
O 2.060 0.792 1.458
P 1.902 0.500 -0.095
O 3.095 0.895 -0.865
C 0.365 1.247 -0.607
C -0.908 0.550 -0.125
C -2.196 1.312 -0.496
Nb -3.108 2.576 1.053
C -4.941 2.890 -0.190
C -5.966 1.762 0.027
C -6.666 1.918 1.374
I -7.389 0.094 2.219
C -1.180 3.157 2.064
C -1.167 4.374 2.980
C 0.209 4.908 3.360
F 1.230 4.359 2.667
F 0.318 6.246 3.185
F 0.492 4.681 4.674
N -3.643 0.888 2.282
C -3.533 -0.221 1.874
S -3.546 -1.702 1.288
O -4.029 3.927 2.368
N -4.316 5.175 1.970
O -4.524 5.942 2.851
O 1.582 -1.067 -0.153
C 2.513 -2.034 -0.651
C 3.571 -2.392 0.369
H 1.688 0.025 4.677
H 1.177 1.518 3.873
H 2.890 1.095 3.926
H 0.728 -0.485 2.426
H 2.428 -0.929 2.523
H 0.401 1.250 -1.701
H 0.395 2.287 -0.269
H -0.830 0.357 0.952
H -0.943 -0.442 -0.580
H -2.964 0.587 -0.807
H -2.009 1.942 -1.371
H -2.562 3.938 0.030
H -5.410 3.850 0.048
H -4.672 2.957 -1.250
H -6.728 1.831 -0.758
H -5.529 0.764 -0.078
H -7.563 2.527 1.291
H -6.023 2.338 2.142
H -0.466 3.338 1.258
H -0.837 2.256 2.591
H -1.667 4.143 3.922
H -1.709 5.207 2.532
H 1.897 -2.898 -0.899
H 2.966 -1.655 -1.571
H 4.176 -1.527 0.645
H 4.230 -3.156 -0.050
H 3.104 -2.791 1.272
C 1.733 -5.122 -5.494
C 2.594 -4.219 -4.884
C 2.833 -4.309 -3.520
C 2.213 -5.293 -2.765
C 1.337 -6.181 -3.371
C 1.099 -6.099 -4.737
H 1.541 -5.052 -6.557
H 3.070 -3.442 -5.468
H 3.497 -3.602 -3.040
H 2.392 -5.354 -1.699
H 0.835 -6.928 -2.770
H 0.407 -6.786 -5.209
C -1.982 -6.062 -1.860
C -2.888 -6.993 -1.372
C -3.462 -6.807 -0.121
C -3.134 -5.689 0.635
C -2.230 -4.757 0.146
C -1.651 -4.946 -1.102
H -1.538 -6.190 -2.839
H -3.150 -7.859 -1.966
H -4.169 -7.531 0.263
H -3.590 -5.539 1.606
H -1.985 -3.878 0.729
H -0.949 -4.218 -1.490
C 4.788 5.123 0.122
C 4.554 3.778 -0.123
C 5.363 3.080 -1.011
C 6.410 3.734 -1.647
C 6.646 5.081 -1.403
C 5.833 5.777 -0.518
H 4.153 5.663 0.814
H 3.742 3.259 0.369
H 5.156 2.034 -1.194
H 7.044 3.193 -2.339
H 7.462 5.589 -1.903
H 6.013 6.828 -0.328
```

***

The following is a DFT calculation (wB97M-V/def2-TZVPD) of a structure of composition C32H46As2BN2O13Ti.

Calculated values
Energy relative to the best compared isomer or geometry (same formula, charge and spin), kJ/mol: 12.47
HOMO, eV: -14.81
Charge: +3
Kohn-Sham gap, Eh: 0.207

XYZ file:
```
97
C32H46As2BN2O13Ti (wB97M-V/def2-TZVPD)
Ti 0.587 -0.446 0.187
C 1.092 1.819 4.066
N 1.576 0.429 3.997
C 1.982 -0.198 5.266
C 1.699 -0.187 2.860
O 1.416 0.373 1.750
C 2.259 -1.601 2.808
O 2.064 -2.168 1.516
C 1.233 -3.316 1.497
C -0.215 -2.854 1.575
O -0.409 -1.596 1.488
N -1.201 -3.688 1.724
C -2.572 -3.155 1.813
C -0.966 -5.133 1.891
H 1.929 2.469 4.314
H 0.343 1.875 4.854
H 0.651 2.099 3.117
H 1.979 0.569 6.033
H 2.989 -0.605 5.196
H 1.273 -0.976 5.549
H 1.816 -2.223 3.588
H 3.333 -1.548 3.009
H 1.479 -4.007 2.306
H 1.411 -3.826 0.545
H -2.662 -2.506 2.682
H -3.260 -3.988 1.911
H -2.803 -2.585 0.916
H -0.198 -5.476 1.200
H -1.889 -5.657 1.663
H -0.678 -5.358 2.917
C -5.148 6.199 2.125
C -5.104 4.763 2.668
C -6.522 4.178 2.700
C -4.558 4.805 4.095
C -4.238 3.901 1.751
C -4.569 3.809 0.389
C -3.857 3.045 -0.522
C -2.776 2.359 -0.014
O -1.879 1.504 -0.677
B -1.044 1.084 0.317
O -1.308 1.620 1.548
C -2.437 2.430 1.316
C -3.137 3.187 2.229
H -5.727 6.831 2.799
H -5.620 6.253 1.144
H -4.144 6.620 2.045
H -7.162 4.792 3.336
H -6.521 3.163 3.102
H -6.974 4.151 1.708
H -5.191 5.450 4.705
H -3.546 5.215 4.133
H -4.560 3.819 4.564
H -5.428 4.356 0.027
H -4.140 2.994 -1.564
H -2.840 3.222 3.266
C 3.346 2.614 -6.477
O 3.280 1.785 -5.277
C 2.187 1.881 -4.557
O 1.230 2.574 -4.781
C 2.266 1.133 -3.245
C 3.331 0.424 -2.821
As 3.853 -0.941 -4.144
C 5.213 -1.966 -3.168
C 2.225 -1.864 -3.360
C 1.090 -1.319 -2.919
As 0.591 0.591 -2.457
C -0.845 0.917 -3.714
C 0.067 -2.146 -2.268
O -0.192 -1.883 -1.060
O -0.609 -2.986 -2.954
C -1.624 -3.792 -2.290
C 2.376 -3.349 -3.187
O 1.978 -3.920 -2.192
O 3.008 -3.891 -4.198
C 3.263 -5.324 -4.143
C 3.435 0.091 -1.379
O 2.479 -0.005 -0.588
O 4.662 0.024 -0.974
C 4.919 -0.187 0.438
H 4.403 2.716 -6.693
H 2.883 3.575 -6.281
H 2.832 2.097 -7.283
H 6.060 -1.305 -2.994
H 5.531 -2.777 -3.820
H 4.866 -2.371 -2.219
H -0.540 0.604 -4.709
H -1.085 1.976 -3.714
H -1.705 0.343 -3.367
H -2.008 -4.444 -3.065
H -2.403 -3.138 -1.906
H -1.150 -4.363 -1.495
H 4.018 -5.507 -4.899
H 2.344 -5.853 -4.381
H 3.618 -5.593 -3.152
H 5.999 -0.207 0.525
H 4.482 -1.138 0.736
H 4.497 0.641 1.003
```

***

The following is a DFT calculation (wB97M-V/def2-TZVPD) of a structure of composition C32H46As3N4O6PbSe.

Calculated values
Energy relative to the best compared isomer or geometry (same formula, charge and spin), kJ/mol: 425.41
HOMO (alpha / beta), eV: -7.95 / -7.95
Charge: +1
Kohn-Sham gap (alpha / beta), Eh: 0.110 / 0.110

XYZ file:
```
93
C32H46As3N4O6PbSe (wB97M-V/def2-TZVPD)
Pb -0.608 -0.804 -0.359
O 1.440 -4.263 -2.781
C 1.033 -3.240 -2.050
O -0.135 -3.093 -1.716
C 2.110 -2.324 -1.633
C 3.439 -2.475 -2.040
C 4.386 -1.598 -1.550
C 3.987 -0.598 -0.665
C 2.647 -0.511 -0.317
N 1.737 -1.358 -0.783
C 2.123 0.588 0.585
O 2.867 1.502 0.913
O 0.899 0.504 0.931
H 0.695 -4.810 -3.092
H 3.696 -3.259 -2.735
H 5.420 -1.674 -1.856
H 4.678 0.114 -0.244
C -4.176 -0.242 1.133
As -2.368 0.068 1.848
C -2.710 1.830 2.671
C -2.494 -0.833 3.626
C -2.264 -2.343 3.749
C -2.603 -2.730 5.195
C -0.802 -2.728 3.513
As -0.077 -2.719 1.656
C -0.354 -4.591 1.123
C 1.802 -2.869 2.208
C -3.182 -3.092 2.786
As -3.311 -5.068 3.046
C -4.933 -5.129 4.171
C -4.264 -5.371 1.354
H -4.921 -0.326 1.922
H -4.206 -1.141 0.519
H -4.424 0.607 0.499
H -3.590 1.785 3.317
H -2.864 2.593 1.913
H -1.844 2.103 3.274
H -3.487 -0.607 4.033
H -1.762 -0.308 4.252
H -1.992 -2.161 5.894
H -2.410 -3.794 5.349
H -3.652 -2.529 5.404
H -0.662 -3.751 3.887
H -0.153 -2.066 4.096
H -0.496 -5.248 1.985
H 0.519 -4.927 0.563
H -1.221 -4.662 0.468
H 1.929 -3.662 2.949
H 2.131 -1.922 2.633
H 2.426 -3.090 1.344
H -2.822 -2.919 1.759
H -4.194 -2.681 2.860
H -4.703 -4.997 5.226
H -5.399 -6.108 4.056
H -5.653 -4.371 3.867
H -3.609 -5.226 0.496
H -5.109 -4.689 1.268
H -4.642 -6.391 1.317
C 2.179 3.466 3.135
N 1.781 4.628 2.392
C 2.250 5.893 2.588
C 1.610 6.698 1.704
N 0.765 5.919 0.965
C -0.140 6.421 -0.033
C 0.884 4.642 1.382
Se 0.187 3.026 0.716
H 2.869 3.770 3.921
H 2.664 2.739 2.474
H 1.301 2.985 3.576
H 3.004 6.127 3.311
H 1.708 7.754 1.555
H 0.034 7.487 -0.167
H -1.176 6.255 0.265
H 0.019 5.906 -0.979
O -1.638 3.957 -0.256
C -2.327 2.969 -0.609
O -2.048 1.788 -0.457
H -3.288 3.247 -1.105
C 0.685 1.076 -2.427
C 0.304 0.035 -3.251
C 1.266 -0.802 -3.891
C 0.884 -1.927 -4.570
C -0.464 -2.327 -4.580
C -1.441 -1.471 -4.039
C -1.075 -0.304 -3.433
C -0.785 -3.618 -5.022
N -0.972 -4.721 -5.288
H -0.041 1.776 -2.050
H 1.723 1.323 -2.274
H 2.305 -0.510 -3.851
H 1.620 -2.540 -5.072
H -2.482 -1.751 -4.115
H -1.824 0.384 -3.072
```